# 1
{"formula": "C31H71NO5Si2", "method": "ωB97M-V/def2-TZVPD", "species": ["C", "C", "N", "C", "C", "Si", "O", "C", "C", "C", "O", "O", "Si", "C", "C", "C", "C", "O", "C", "C", "O", "H", "H", "H", "H", "H", "H", "H", "H", "H", "H", "H", "H", "H", "H", "H", "H", "H", "H", "H", "H", "H", "H", "H", "H", "H", "H", "H", "H", "H", "C", "C", "C", "C", "C", "C", "H", "H", "H", "H", "H", "H", "H", "H", "H", "H", "H", "H", "H", "H", "C", "C", "C", "C", "C", "C", "H", "H", "H", "H", "H", "H", "H", "H", "H", "H", "H", "H", "H", "H", "C", "C", "C", "C", "C", "C", "H", "H", "H", "H", "H", "H", "H", "H", "H", "H", "H", "H", "H", "H"], "positions_angstrom": [[5.344, -2.922, 4.223], [5.844, -3.653, 2.903], [4.834, -4.387, 2.114], [3.433, -3.962, 2.301], [3.122, -2.496, 1.672], [1.206, -2.285, 1.875], [0.832, -2.392, 3.564], [0.617, -0.575, 1.271], [-0.233, 0.133, 2.567], [0.747, 0.892, 3.695], [-0.175, 1.627, 2.642], [0.492, -3.620, 1.004], [-1.186, -3.769, 1.423], [-2.232, -4.516, -0.019], [-1.525, -4.792, 3.000], [-3.047, -4.582, 3.525], [-3.491, -5.795, 4.479], [-3.785, -6.967, 3.660], [5.016, -5.826, 2.086], [6.225, -6.404, 1.195], [4.254, -6.625, 2.675], [4.698, -2.005, 4.063], [4.840, -3.695, 4.892], [6.280, -2.547, 4.774], [6.425, -2.890, 2.269], [6.640, -4.414, 3.235], [2.796, -4.676, 1.663], [3.020, -4.078, 3.360], [3.413, -2.586, 0.565], [3.662, -1.660, 2.213], [1.002, -3.327, 3.800], [1.452, 0.160, 1.062], [-0.141, -0.677, 0.432], [-1.191, -0.437, 2.969], [1.712, 0.515, 3.248], [0.182, 0.433, 4.561], [-1.709, -2.414, 1.658], [-2.595, -3.681, -0.711], [-3.127, -5.016, 0.485], [-1.649, -5.318, -0.593], [-1.407, -5.909, 2.807], [-0.851, -4.502, 3.876], [-3.754, -4.510, 2.639], [-3.056, -3.640, 4.177], [-4.471, -5.535, 5.016], [-2.683, -6.003, 5.258], [-3.048, -7.595, 3.801], [6.978, -6.827, 1.949], [6.763, -5.595, 0.612], [5.829, -7.248, 0.547], [-8.305, -2.193, 0.219], [-8.507, -1.641, 1.624], [-7.198, -1.285, 2.330], [-6.244, -2.458, 2.570], [-6.824, -3.618, 3.380], [-7.224, -3.225, 4.796], [-7.748, -3.132, 0.230], [-9.272, -2.389, -0.252], [-7.764, -1.477, -0.407], [-9.082, -2.357, 2.220], [-9.120, -0.736, 1.557], [-7.434, -0.806, 3.285], [-6.671, -0.528, 1.737], [-5.353, -2.077, 3.084], [-5.891, -2.844, 1.607], [-6.068, -4.408, 3.441], [-7.683, -4.056, 2.863], [-6.369, -2.821, 5.346], [-7.592, -4.100, 5.340], [-8.021, -2.477, 4.798], [2.014, 5.498, -2.625], [2.519, 4.205, -3.250], [1.519, 3.052, -3.153], [1.161, 2.613, -1.731], [2.343, 2.181, -0.864], [3.078, 0.963, -1.409], [1.842, 5.388, -1.552], [2.750, 6.295, -2.761], [1.079, 5.819, -3.094], [3.473, 3.924, -2.792], [2.731, 4.391, -4.308], [1.914, 2.197, -3.711], [0.595, 3.342, -3.667], [0.446, 1.784, -1.796], [0.631, 3.425, -1.222], [1.967, 1.939, 0.136], [3.047, 3.008, -0.735], [2.400, 0.110, -1.509], [3.884, 0.675, -0.728], [3.526, 1.165, -2.385], [4.571, 7.851, -6.600], [3.381, 7.994, -5.660], [2.148, 7.214, -6.119], [1.560, 7.649, -7.464], [1.149, 9.119, -7.553], [0.046, 9.498, -6.574], [4.355, 8.258, -7.590], [5.433, 8.393, -6.202], [4.855, 6.801, -6.712], [3.138, 9.054, -5.534], [3.673, 7.627, -4.671], [1.378, 7.287, -5.344], [2.407, 6.151, -6.184], [0.686, 7.022, -7.676], [2.279, 7.437, -8.262], [0.792, 9.316, -8.570], [2.015, 9.769, -7.401], [-0.846, 8.886, -6.734], [-0.235, 10.546, -6.711], [0.367, 9.376, -5.537]], "mulliken_charge": [-0.952, -0.518, 0.421, -1.221, -0.483, 0.765, -0.581, 0.070, 0.182, -0.536, -0.415, -0.426, 0.317, -1.049, -0.397, 0.166, -0.672, -0.528, 0.509, -1.009, -0.570, 0.210, 0.270, 0.364, 0.235, 0.355, 0.595, 0.066, 0.272, 0.356, 0.214, -0.433, 0.366, 0.304, 0.178, 0.344, -0.148, 0.307, 0.279, 0.305, 0.318, 0.267, -0.202, 0.234, 0.266, 0.356, 0.321, 0.281, 0.271, 0.347, -1.172, -0.402, -0.886, -0.423, -0.095, -1.361, 0.277, 0.378, 0.288, 0.238, 0.375, 0.345, 0.380, 0.314, 0.292, 0.047, 0.333, 0.286, 0.389, 0.380, -1.144, -0.119, -0.875, -0.728, -0.162, -1.274, 0.404, 0.246, 0.215, 0.275, 0.198, 0.320, 0.411, 0.327, 0.348, 0.207, 0.353, 0.240, 0.352, 0.443, -1.258, -0.226, -0.159, -0.881, -0.446, -1.161, 0.284, 0.399, 0.295, 0.262, 0.177, 0.227, 0.183, 0.397, 0.372, 0.363, 0.245, 0.288, 0.376, 0.273], "lumo_ev": 0.497, "e_tot_ev": -60781.1941, "homo_lumo_gap_ev": 9.663}


# 2
{"formula": "C31H72FN3O17", "method": "ωB97M-V/def2-TZVPD", "species": ["C", "C", "C", "O", "C", "C", "C", "F", "C", "C", "C", "C", "N", "C", "O", "N", "C", "C", "C", "C", "C", "N", "C", "O", "H", "H", "H", "H", "H", "H", "H", "H", "H", "H", "H", "H", "H", "H", "H", "H", "C", "O", "H", "H", "H", "H", "C", "O", "H", "H", "H", "H", "C", "O", "H", "H", "H", "H", "C", "O", "H", "H", "H", "H", "C", "O", "H", "H", "H", "H", "C", "O", "H", "H", "H", "H", "C", "O", "H", "H", "H", "H", "C", "O", "H", "H", "H", "H", "C", "O", "H", "H", "H", "H", "C", "O", "H", "H", "H", "H", "C", "O", "H", "H", "H", "H", "C", "O", "H", "H", "H", "H", "C", "O", "H", "H", "H", "H", "C", "O", "H", "H", "H", "H"], "positions_angstrom": [[2.169, -3.063, 0.687], [2.805, -2.200, 1.848], [1.652, -1.521, 2.711], [1.647, -0.060, 2.547], [0.303, 0.280, 2.313], [-0.599, 0.278, 3.483], [-2.028, 0.585, 3.282], [-2.939, 0.611, 4.297], [-2.443, 0.866, 1.927], [-1.528, 0.893, 0.752], [-0.121, 0.587, 0.940], [0.819, 0.571, -0.312], [1.787, 1.695, -0.354], [-2.363, 1.274, -0.513], [-2.028, 1.779, -1.532], [-3.711, 0.799, -0.107], [-3.533, -0.642, -0.340], [-3.956, -1.650, 0.618], [-3.768, -3.096, 0.464], [-3.079, -3.445, -0.810], [-2.755, -2.328, -1.680], [-2.945, -0.997, -1.512], [-3.829, 1.190, 1.296], [-4.790, 1.693, 1.795], [2.038, -2.481, -0.270], [1.145, -3.470, 0.938], [2.811, -3.942, 0.424], [3.508, -1.415, 1.453], [3.437, -2.896, 2.465], [1.767, -1.820, 3.789], [0.678, -1.942, 2.338], [-0.219, 0.046, 4.503], [1.397, -0.401, -0.254], [0.194, 0.472, -1.246], [2.699, 1.255, -0.516], [1.523, 2.240, -1.185], [-4.440, -1.292, 1.564], [-4.071, -3.846, 1.222], [-2.837, -4.505, -1.070], [-2.268, -2.617, -2.651], [4.033, 2.904, 2.390], [2.793, 2.397, 1.911], [4.244, 3.849, 1.888], [3.976, 3.076, 3.469], [4.835, 2.193, 2.172], [2.630, 1.562, 2.371], [-0.238, 4.146, 4.025], [0.975, 3.487, 4.357], [-0.923, 4.072, 4.869], [-0.036, 5.199, 3.817], [-0.688, 3.672, 3.148], [1.565, 3.573, 3.594], [-2.302, 2.178, -5.127], [-1.816, 0.843, -5.144], [-2.192, 2.608, -6.123], [-3.360, 2.180, -4.847], [-1.727, 2.772, -4.413], [-1.926, 0.490, -4.253], [-7.802, 0.008, 1.706], [-7.314, -1.330, 1.678], [-7.716, 0.432, 0.707], [-8.852, 0.013, 2.011], [-7.208, 0.604, 2.402], [-7.400, -1.683, 2.571], [1.876, -5.517, -2.366], [2.278, -5.648, -1.008], [2.230, -4.559, -2.743], [2.311, -6.322, -2.963], [0.785, -5.551, -2.436], [1.955, -6.501, -0.696], [3.968, 5.154, -1.150], [2.728, 4.897, -0.504], [3.839, 5.989, -1.836], [4.727, 5.412, -0.407], [4.284, 4.271, -1.711], [2.865, 4.151, 0.100], [-6.290, 2.104, -6.468], [-5.327, 2.732, -7.311], [-7.247, 2.608, -6.597], [-6.396, 1.053, -6.744], [-5.978, 2.184, -5.423], [-4.490, 2.270, -7.181], [6.614, -2.095, 2.855], [5.857, -0.974, 2.435], [6.112, -3.002, 2.520], [7.613, -2.050, 2.414], [6.686, -2.102, 3.946], [6.326, -0.187, 2.745], [9.351, 0.611, 3.141], [8.162, 0.281, 3.849], [9.131, 1.422, 2.448], [10.123, 0.937, 3.842], [9.703, -0.258, 2.579], [8.381, -0.437, 4.457], [-3.906, -5.814, -4.179], [-3.527, -5.948, -2.816], [-3.465, -4.900, -4.575], [-3.541, -6.669, -4.753], [-4.994, -5.752, -4.259], [-3.929, -6.763, -2.487], [-5.666, 6.090, -5.739], [-5.147, 5.381, -6.853], [-5.375, 7.137, -5.823], [-6.758, 6.020, -5.728], [-5.259, 5.677, -4.810], [-5.418, 4.451, -6.759], [6.932, 0.873, 6.709], [7.505, -0.432, 6.682], [7.007, 1.305, 5.713], [5.880, 0.810, 6.997], [7.476, 1.502, 7.418], [7.430, -0.797, 7.570], [-1.712, -8.769, -3.453], [-2.935, -8.969, -2.752], [-1.845, -7.954, -4.161], [-0.918, -8.507, -2.748], [-1.442, -9.678, -3.996], [-2.792, -9.693, -2.132], [-0.588, 5.757, 0.831], [0.618, 5.092, 1.173], [-1.277, 5.689, 1.673], [-0.385, 6.810, 0.616], [-1.040, 5.281, -0.044], [1.215, 5.163, 0.414]], "mulliken_charge": [-1.104, 0.106, -0.827, -0.608, 0.509, -0.745, 0.107, -0.373, 0.694, 1.135, 1.173, -1.098, -0.268, -0.650, -0.564, 0.063, 0.410, 0.113, -0.809, -0.313, -0.312, -0.200, -0.269, -0.506, 0.112, 0.215, 0.348, 0.111, 0.356, 0.296, 0.422, 0.416, -0.525, 0.429, 0.230, 0.273, 0.276, 0.410, 0.340, 0.319, -0.759, 0.131, 0.304, 0.332, 0.163, 0.142, -0.250, -0.551, 0.341, 0.267, -0.121, 0.250, -0.323, -0.553, 0.301, 0.067, 0.197, 0.324, -0.534, -0.489, 0.218, 0.313, 0.217, 0.278, -0.481, -0.444, 0.249, 0.272, 0.163, 0.263, -0.716, -0.597, 0.282, 0.289, 0.266, 0.147, -0.611, -0.581, 0.279, 0.305, 0.257, 0.306, -0.562, -0.423, 0.273, 0.228, 0.224, 0.256, -0.715, -0.287, 0.252, 0.266, 0.286, 0.236, -0.610, -0.349, 0.230, 0.220, 0.288, 0.226, -0.515, -0.498, 0.226, 0.230, 0.225, 0.381, -0.513, -0.518, 0.200, 0.265, 0.288, 0.285, -0.438, -0.500, 0.151, 0.200, 0.313, 0.289, -0.628, -0.316, 0.229, 0.314, 0.208, 0.481], "lumo_ev": -0.265, "e_tot_ev": -75300.1505, "homo_lumo_gap_ev": 8.562}